No. 1
{
  "formula": "C4H8O",
  "method": "ωB97M-V/def2-TZVPD",
  "symbols": ["C", "C", "O", "C", "C", "H", "H", "H", "H", "H", "H", "H", "H"],
  "positions_angstrom": [[-2.1695, -1.0443, -0.0557], [1.1153, 1.0363, -0.0244], [2.1277, 0.0696, -0.2735], [-0.3534, 0.6508, 0.2256], [-0.7762, -0.6197, 0.3086], [-2.6964, -0.1620, -0.5508], [-2.7305, -1.5585, 0.7364], [-2.0943, -1.6696, -0.9394], [1.1398, 1.6091, -0.9461], [1.2867, 1.8424, 0.7239], [1.8344, -0.7610, -0.6558], [-0.8593, 1.4806, 0.6919], [-0.0278, -1.3774, 0.5799]],
  "forces_ev_per_a": [[-0.5, 1.3, -0.3], [-1.2, 0.5, -0.5], [0.4, 0.3, 1.5], [2.2, -1.1, 0.8], [0.1, 0.4, -0.2], [0.3, -0.9, 1.4], [-0.1, 0.2, -0.4], [0.1, -0.7, 0.1], [-0.7, 0.5, -0.3], [1.2, -1.1, 0.1], [-0.7, 0.2, 0.1], [-1.1, 0.5, -1.2], [-0.2, -0.1, -1.0]],
  "mulliken_charge": [-1.0954, -0.3921, -0.5338, -0.3672, -0.0457, 0.2988, 0.2997, 0.2780, 0.2897, 0.2811, 0.3036, 0.3219, 0.3613],
  "e_above_lowest_kcal_mol": 51.49,
  "homo_energy_ev": -8.8
}

=====

No. 2
{
  "formula": "C6H10ClNO2",
  "method": "ωB97M-V/def2-TZVPD",
  "symbols": ["C", "C", "C", "C", "C", "C", "N", "O", "O", "Cl", "H", "H", "H", "H", "H", "H", "H", "H", "H", "H"],
  "positions_angstrom": [[-1.2996, 0.2440, 0.8559], [0.6543, 0.3736, -1.6466], [0.2058, 1.6519, -0.8759], [1.4876, -0.3845, -0.5946], [-0.0571, 1.0736, 0.5127], [0.4923, -0.8102, 1.7735], [1.1045, 0.1633, 0.7146], [-0.9462, -0.8273, 1.4762], [-2.4121, 0.5079, 0.4807], [-3.2292, -3.0960, -0.7184], [-0.2618, 0.0131, -2.1270], [1.2799, 0.6718, -2.5415], [1.0120, 2.3670, -0.8090], [-0.6739, 2.2162, -1.1599], [1.2165, -1.3999, -0.4502], [2.6088, -0.3383, -0.6209], [0.1031, 1.8808, 1.2515], [0.8883, -1.8242, 1.5386], [0.7029, -0.3073, 2.6808], [-2.8762, -2.1756, 0.2592]],
  "forces_ev_per_a": [[-0.1, 2.7, -2.7], [0.8, 2.1, -1.7], [-0.5, -0.8, 0.6], [-0.1, -0.3, 0.9], [2.3, 0.8, 1.0], [1.0, 0.8, -4.5], [-1.9, -0.3, 2.3], [1.0, -2.1, 1.9], [-0.2, -0.4, 0.5], [0.7, 1.7, 1.8], [0.3, -1.1, 0.7], [-0.5, -0.3, 1.0], [0.3, 0.1, 0.2], [-0.2, -0.3, -0.8], [0.0, -1.4, -1.0], [-1.1, 0.2, -0.8], [-0.7, -0.2, 0.0], [-0.3, 0.7, 1.0], [-0.1, -0.3, 1.3], [-0.7, -1.5, -1.8]],
  "mulliken_charge": [0.6169, -0.7050, -0.8111, -0.3119, 0.0038, -0.3891, -0.3450, -0.3109, -0.5920, -0.2867, 0.2898, 0.3506, 0.3544, 0.3947, 0.2433, 0.2806, 0.3031, 0.3347, 0.3123, 0.2679],
  "e_above_lowest_kcal_mol": 24.81,
  "homo_energy_ev": -9.3
}

=====

No. 3
{
  "formula": "C7H13PS2",
  "method": "ωB97M-V/def2-TZVPD",
  "symbols": ["C", "C", "C", "C", "C", "C", "C", "P", "S", "S", "H", "H", "H", "H", "H", "H", "H", "H", "H", "H", "H", "H", "H"],
  "positions_angstrom": [[-2.0841, 1.5277, -0.7778], [-1.6341, 1.7236, 0.4690], [-1.6853, 0.4171, -1.6365], [-0.8277, 0.6570, 1.2804], [-1.0320, -0.7912, -0.7884], [-0.0596, -0.1402, 0.2870], [0.9784, -1.0192, 0.8829], [4.4481, 0.2649, -0.2663], [1.7908, -2.1047, -0.0395], [2.9482, 1.1322, -1.1322], [-2.5828, 2.3729, -1.2757], [-1.9891, 2.5740, 1.0232], [-2.4106, -0.1130, -2.2514], [-0.9489, 0.6892, -2.3702], [-0.4221, 1.2960, 1.9623], [-1.6797, 0.1850, 1.8392], [-1.7622, -1.3112, -0.2095], [-0.6321, -1.6130, -1.4596], [0.6143, 0.5599, -0.3438], [1.2232, -0.9021, 1.9510], [4.4238, -0.0069, 1.0336], [5.6338, 0.9003, -0.1886], [4.6556, -0.9261, -0.9856]],
  "forces_ev_per_a": [[0.2, 1.8, 0.3], [-0.7, -1.5, -0.4], [1.2, -3.6, 0.6], [-4.4, 1.0, -2.2], [0.6, 1.1, -0.4], [1.4, -0.3, -1.5], [0.3, -1.3, -0.8], [-1.4, -0.2, -2.3], [-0.2, 0.4, 1.0], [0.0, 0.7, 0.1], [-0.1, -0.4, 0.3], [0.1, 0.4, 0.1], [-0.8, 0.6, 0.2], [0.6, 0.6, -0.3], [2.5, 1.0, 2.0], [1.0, -0.6, -0.4], [-1.0, -0.2, 0.4], [0.2, 1.4, 0.8], [-0.9, -0.6, 1.0], [-0.1, 0.1, -0.4], [-0.5, -0.9, 1.9], [1.4, 0.7, -0.5], [0.6, -0.1, 0.6]],
  "mulliken_charge": [-0.3941, -0.3676, -0.5483, -1.0568, -1.0343, 1.1469, -0.4312, 0.1429, -0.2092, -0.2736, 0.3168, 0.3973, 0.3849, 0.2896, 0.4983, 0.3071, 0.3967, 0.3926, -0.4328, 0.2617, 0.0723, 0.0518, 0.0887],
  "homo_energy_ev": -8.4
}

=====

No. 4
{
  "formula": "C56H70BF2N9O5S3",
  "method": "ωB97M-V/def2-TZVPD",
  "symbols": ["C", "C", "C", "C", "C", "C", "B", "O", "O", "C", "C", "C", "S", "C", "C", "C", "C", "O", "C", "N", "C", "C", "C", "C", "C", "C", "S", "C", "S", "N", "C", "C", "C", "C", "C", "C", "C", "C", "C", "C", "C", "C", "C", "N", "N", "C", "O", "F", "C", "O", "F", "H", "H", "H", "H", "H", "H", "H", "H", "H", "H", "H", "H", "H", "H", "H", "H", "H", "H", "H", "H", "H", "H", "H", "H", "H", "H", "H", "H", "H", "H", "H", "H", "H", "H", "H", "C", "C", "C", "C", "N", "H", "H", "H", "H", "H", "H", "H", "C", "C", "C", "C", "N", "H", "H", "H", "H", "H", "H", "H", "C", "C", "C", "C", "N", "H", "H", "H", "H", "H", "H", "H", "C", "C", "C", "C", "N", "H", "H", "H", "H", "H", "H", "H", "C", "C", "C", "C", "N", "H", "H", "H", "H", "H", "H", "H"],
  "positions_angstrom": [[4.7674, -5.2344, 1.1646], [4.6346, -5.5987, -0.2430], [3.4200, -5.0191, -1.1100], [2.0143, -5.7007, -1.1323], [1.7433, -7.0638, -0.3016], [0.8699, -5.0506, -2.0184], [-0.5550, -5.8431, -2.0214], [-1.6819, -5.5500, -1.1772], [-0.6441, -6.9810, -2.9504], [1.1609, -3.7426, -2.8540], [2.5928, -3.0589, -2.8323], [3.6857, -3.7319, -1.9493], [5.3744, -2.9636, -1.9476], [4.9886, -1.1652, -2.3102], [5.9783, -0.1018, -1.7431], [7.2973, -0.5678, -0.9138], [8.2760, 0.7010, -0.5954], [8.9464, 1.0291, -1.8397], [9.3302, 0.3159, 0.5968], [9.9034, 1.6224, 1.0914], [5.6906, 1.4069, -2.0254], [4.3920, 1.7479, -2.8318], [3.3886, 0.6727, -3.3985], [2.1098, 1.2170, -4.1888], [0.7730, 1.2248, -3.2462], [0.9475, 2.1186, -1.9134], [0.0748, 3.7906, -2.0286], [-1.7455, 3.5177, -1.7443], [-2.6737, 4.8328, -1.2646], [-2.2428, 2.1399, -1.9984], [-2.6494, 1.4350, -0.7599], [-1.9344, 0.0533, -0.4840], [-2.2304, -0.8478, 0.7721], [-3.2747, -0.3370, 1.8327], [-3.9904, 1.0500, 1.5432], [-3.6924, 1.9397, 0.2883], [-3.2849, 2.1087, -3.0490], [-4.7377, 1.5627, -2.8711], [-5.6636, 1.6002, -4.1397], [-5.2519, 2.1419, -5.5391], [-3.7966, 2.6860, -5.7181], [-2.8600, 2.6646, -4.4746], [3.7030, -0.8663, -3.1539], [2.7531, -1.8641, -3.6936], [2.9973, -2.2058, -5.0215], [1.8741, -1.8779, -5.9192], [0.7849, -1.5203, -5.3963], [2.0105, -2.0215, -7.3243], [4.3033, -1.7308, -5.5258], [5.3605, -2.3989, -5.3568], [4.3948, -0.4742, -6.2243], [5.4583, -4.3580, 1.4531], [4.1492, -5.8330, 1.9314], [5.3740, -6.2964, -0.8027], [2.6989, -7.4649, 0.2109], [0.8447, -6.9950, 0.4030], [1.4854, -7.8587, -1.1111], [-2.1758, -6.4136, -1.1279], [-1.3024, -6.7825, -3.6572], [0.2839, -3.3215, -3.4825], [7.8731, -1.4053, -1.4781], [6.9749, -0.9953, 0.1012], [7.6847, 1.6085, -0.1793], [8.8932, 0.2320, -2.4282], [10.1787, -0.3443, 0.2060], [8.7356, -0.1741, 1.4513], [10.5304, 1.9481, 0.3328], [9.1503, 2.3185, 1.2549], [6.3564, 2.2745, -1.6888], [4.1770, 2.8591, -3.0200], [2.3132, 2.3408, -4.4112], [1.9291, 0.7309, -5.2104], [-0.0624, 1.7076, -3.8928], [0.4579, 0.1307, -3.0188], [0.5198, 1.5355, -1.0045], [2.0320, 2.3656, -1.6427], [-1.1422, -0.3414, -1.2148], [-1.6692, -1.8543, 0.8735], [-3.4767, -0.9804, 2.7633], [-4.7906, 1.4513, 2.2762], [-4.2457, 2.9330, 0.1092], [-5.0928, 1.1412, -1.8712], [-6.7195, 1.1721, -4.0252], [-5.9719, 2.1367, -6.4346], [-3.3594, 3.0895, -6.6952], [-1.7897, 3.0760, -4.6042], [-6.8509, 5.0698, 2.8852], [-6.6249, 5.3468, 4.3685], [-5.2121, 4.9848, 4.8321], [-4.9639, 3.5179, 4.6141], [-4.7692, 2.3591, 4.4421], [-6.7483, 4.0064, 2.6536], [-7.8585, 5.3685, 2.5929], [-6.1387, 5.6268, 2.2694], [-7.3622, 4.7843, 4.9510], [-6.8035, 6.4087, 4.5634], [-5.0944, 5.2128, 5.8949], [-4.4662, 5.5608, 4.2773], [-10.0179, 8.2268, 0.2955], [-10.5881, 7.2085, -0.6863], [-10.4991, 5.7703, -0.1710], [-9.0605, 5.3990, 0.0624], [-7.9240, 5.1072, 0.2467], [-8.9516, 8.0628, 0.4726], [-10.1286, 9.2394, -0.1006], [-10.5385, 8.1785, 1.2571], [-10.0533, 7.2953, -1.6377], [-11.6363, 7.4527, -0.8832], [-10.9313, 5.0817, -0.9018], [-11.0536, 5.6625, 0.7656], [4.3956, 1.2571, 1.6997], [4.6276, 1.5358, 3.1802], [6.0341, 1.1480, 3.6426], [6.2541, -0.3246, 3.4280], [6.4268, -1.4880, 3.2586], [4.4777, 0.1907, 1.4721], [3.3918, 1.5745, 1.4063], [5.1185, 1.7983, 1.0807], [3.8802, 0.9899, 3.7652], [4.4697, 2.6014, 3.3718], [6.1576, 1.3773, 4.7044], [6.7904, 1.7078, 3.0848], [-7.9724, -4.0352, 1.0012], [-6.8584, -3.0973, 1.4548], [-7.0666, -1.6554, 0.9869], [-7.0993, -1.6068, -0.5160], [-7.1251, -1.5690, -1.7030], [-8.0229, -4.1035, -0.0887], [-7.7972, -5.0449, 1.3815], [-8.9453, -3.6962, 1.3708], [-5.9020, -3.4749, 1.0784], [-6.8033, -3.1135, 2.5476], [-6.2525, -1.0197, 1.3462], [-8.0060, -1.2564, 1.3798], [5.7298, -3.6638, 5.5309], [6.5967, -3.7182, 6.7843], [7.1594, -5.1146, 7.0588], [6.0322, -6.0898, 7.2608], [5.1414, -6.8588, 7.4204], [4.8477, -4.3035, 5.6228], [5.3750, -2.6454, 5.3589], [6.2951, -3.9804, 4.6494], [6.0030, -3.3825, 7.6410], [7.4271, -3.0143, 6.6728], [7.7828, -5.0989, 7.9568], [7.7783, -5.4508, 6.2222]],
  "forces_ev_per_a": [[-0.2, -0.5, -1.5], [-0.6, 0.6, 0.0], [-2.9, -0.7, -0.8], [0.6, 2.9, -1.7], [0.3, 0.0, -1.6], [3.5, 1.8, 0.5], [-0.7, -0.6, -0.6], [1.9, -1.9, -1.3], [-0.6, 2.2, 0.8], [2.2, -1.7, 2.2], [-2.0, -4.1, 2.0], [-2.6, -0.4, -0.6], [-1.7, 1.0, -0.1], [-1.1, 1.6, -0.6], [-1.9, 1.2, -1.6], [-0.8, 0.9, 0.3], [-0.2, -2.4, 0.2], [-0.4, -0.6, 0.5], [-1.2, 1.3, -0.6], [0.2, -0.9, -0.7], [-3.1, -3.1, -1.7], [0.8, -3.1, 0.6], [2.7, -0.5, 1.5], [0.3, 1.0, 0.9], [0.1, -0.1, -0.9], [-0.7, -1.2, 0.3], [-1.2, -1.2, 0.6], [0.3, 0.7, 0.3], [1.4, -2.0, -0.9], [-1.7, 0.6, 0.5], [-0.2, -2.9, 3.7], [-2.0, 0.8, 2.2], [-1.9, 3.7, -0.6], [1.1, 2.0, -3.8], [1.8, -1.0, -1.9], [1.7, -3.4, 0.3], [-2.5, 0.2, -3.5], [1.7, 1.6, -3.7], [2.5, 0.9, -0.5], [2.7, 0.0, 2.9], [-0.9, -1.4, 4.2], [-2.6, -1.0, 0.0], [2.1, 4.5, 1.6], [1.6, -0.4, 3.1], [0.7, 1.8, -4.7], [-4.6, 1.7, 2.4], [4.8, -1.9, -3.3], [0.5, 0.1, 3.7], [5.4, -2.5, 0.2], [-5.5, 3.7, -1.0], [-1.1, -3.0, 1.7], [0.3, -2.7, 0.1], [-0.4, 2.5, -1.1], [-0.2, 2.7, 0.5], [-1.6, 1.0, -0.6], [1.5, 0.1, -0.9], [0.3, 1.3, 1.4], [0.3, 1.3, -0.2], [0.6, -0.4, 0.8], [1.9, -0.5, 1.1], [-0.9, 1.5, 0.9], [0.3, 0.4, -1.5], [0.9, -1.5, -1.0], [0.0, 1.2, 0.9], [-1.3, 0.9, 0.6], [1.0, 0.5, -1.3], [-0.7, 0.1, 0.8], [0.8, -0.7, -0.4], [-1.0, -1.7, -0.6], [0.3, -1.9, 0.2], [-0.1, -1.9, 0.3], [0.3, 0.5, 1.8], [1.3, -1.0, 1.2], [0.6, 1.9, -0.2], [0.6, 1.1, -1.5], [-1.5, -0.3, -0.6], [-1.5, 0.8, 1.1], [-1.1, 2.0, -0.1], [0.2, 1.4, -1.6], [1.7, -0.9, -1.3], [1.0, -1.8, 0.4], [0.5, 0.7, -1.8], [1.8, 0.7, -0.1], [1.2, -0.1, 1.7], [-1.0, -0.7, 1.6], [-1.9, -0.8, 0.3], [0.0, 0.1, 0.3], [-0.3, 0.0, -0.3], [-0.1, -0.8, -0.1], [0.8, -3.2, -0.4], [-0.8, 4.3, 0.7], [0.0, 0.1, 0.0], [0.2, 0.0, 0.1], [-0.1, -0.1, 0.0], [0.1, 0.1, 0.1], [0.1, -0.1, 0.1], [0.1, -0.2, -0.1], [0.0, -0.2, 0.0], [0.0, 0.1, 0.0], [0.1, 0.4, 0.0], [0.9, 0.0, -0.1], [3.1, -1.1, 0.5], [-4.4, 1.1, -1.0], [-0.1, -0.1, 0.0], [0.0, -0.1, 0.1], [0.1, 0.0, -0.1], [-0.1, -0.1, 0.1], [0.1, -0.2, 0.0], [0.2, -0.1, 0.1], [0.2, 0.0, 0.0], [-0.1, 0.0, -0.1], [-0.3, 0.0, -0.2], [-0.2, -0.9, -0.1], [0.8, -3.2, -0.4], [-0.6, 4.4, 0.5], [0.1, 0.1, 0.0], [0.1, 0.0, 0.0], [-0.1, -0.1, 0.0], [0.1, 0.1, 0.0], [0.1, -0.1, 0.1], [0.1, -0.2, -0.1], [0.0, -0.2, 0.0], [0.0, -0.1, 0.0], [-0.1, -0.3, 0.0], [0.2, -0.2, -0.8], [-0.1, 0.4, -3.3], [0.1, -0.2, 4.4], [0.0, 0.1, 0.1], [-0.1, 0.1, 0.0], [0.1, 0.0, -0.1], [0.0, 0.2, 0.1], [0.0, 0.1, -0.1], [-0.1, 0.0, -0.2], [0.0, 0.0, -0.2], [-0.1, 0.0, 0.0], [-0.2, 0.2, -0.2], [-0.8, -0.3, 0.2], [-2.3, -2.4, 0.5], [3.3, 2.9, -0.6], [0.1, 0.0, 0.0], [0.1, -0.1, -0.1], [-0.1, 0.1, 0.1], [0.1, -0.1, 0.0], [0.0, -0.1, 0.1], [-0.1, -0.2, -0.1], [-0.1, -0.1, 0.1]],
  "mulliken_charge": [-0.2846, -1.0280, 0.2163, 0.5092, -1.3585, 0.3041, 0.6152, -0.5109, -0.6248, -0.8838, -0.2042, 0.4833, -0.3766, 0.7827, 1.0859, -1.0903, 0.4003, -0.5496, -0.6152, -0.6947, -0.5919, -1.2223, 0.4597, -0.8930, 0.4526, -0.3118, -0.1573, 0.1680, -0.1744, 0.7547, -0.2840, -0.1584, -0.6470, -0.7297, -0.3901, -0.0669, 0.4505, -0.2250, -0.4446, -0.4656, -0.5845, -0.2778, -1.5899, 1.6821, 0.1123, 0.3535, -0.3853, -0.2752, 0.5294, -0.4441, -0.2326, 0.2243, 0.2579, 0.3066, 0.3610, 0.2538, 0.2909, 0.3147, 0.2964, 0.2724, 0.4371, 0.3961, -0.0100, 0.4115, 0.3261, 0.1913, 0.2895, 0.2704, 0.2463, 0.2173, 0.4460, 0.2085, -0.1497, -0.0549, 0.1330, 0.3030, 0.2663, 0.3473, 0.3973, 0.4117, 0.2694, 0.2775, 0.2981, 0.2992, 0.3048, 0.2014, -0.9214, -0.5488, -0.4495, 0.3221, -0.5047, 0.3357, 0.1711, 0.3485, 0.3089, 0.3455, 0.3208, 0.2715, -1.1320, -0.4076, -0.3718, 0.2545, -0.4606, 0.3360, 0.3254, 0.3039, 0.2885, 0.3107, 0.2944, 0.2832, -0.7679, -0.6625, -0.2666, 0.3101, -0.5057, 0.3109, 0.2910, 0.1682, 0.3385, 0.3624, 0.3200, 0.1792, -1.2145, -0.4188, 0.1072, 0.2602, -0.4978, 0.3536, 0.3465, 0.2997, 0.2608, 0.3374, -0.1820, 0.3613, -1.0044, -0.4563, -0.4021, 0.2370, -0.4489, 0.4088, 0.1601, 0.2966, 0.3158, 0.3048, 0.2944, 0.2795],
  "homo_energy_ev": -7.6
}

=====

Number 1: lowest unoccupied orbital energy 1.02 eV. Number 2: lowest unoccupied orbital energy 0.72 eV. Number 3: lowest unoccupied orbital energy -0.11 eV. Number 4: lowest unoccupied orbital energy -0.94 eV.